No. 1
C27H49F3IN2O2P2S | the ωB97M-V functional and the def2-TZVPD basis

Output
Energy above the lowest of the compared OMol25 structures with the same formula, charge and spin   0.662 eV
Net charge   +1
Energy   -81526.0166 eV
Spin multiplicity   1

Atoms and positions in Å:
C  -4.610  0.861  -2.580
C  -4.509  -0.191  -3.726
C  -3.399  0.117  -4.746
C  -1.987  -0.373  -4.368
C  -1.803  -1.905  -4.346
C  -2.252  -2.634  -3.057
C  -1.966  -1.888  -1.751
C  -0.468  -1.818  -1.372
C  -0.126  -2.741  -0.162
C  0.209  -1.955  1.109
C  1.433  -1.013  0.949
C  2.111  -0.642  2.296
C  1.264  0.329  3.165
P  2.257  1.798  3.747
C  4.029  1.384  4.006
I  4.043  -0.152  5.566
C  4.927  2.619  4.331
C  6.141  2.276  5.200
P  1.864  3.402  2.346
C  3.369  4.424  1.999
C  1.223  2.752  0.742
S  1.288  2.418  5.622
O  0.984  1.288  6.422
O  0.097  3.128  5.346
C  2.334  3.560  6.649
F  2.554  4.684  6.026
F  1.619  3.838  7.692
F  3.432  3.004  7.066
H  -4.056  0.520  -1.701
H  -5.672  0.945  -2.335
H  -4.271  1.842  -2.919
H  -4.487  -1.204  -3.323
H  -5.459  -0.104  -4.268
H  -3.335  1.213  -4.804
H  -3.658  -0.202  -5.761
H  -1.317  0.004  -5.152
H  -1.669  0.131  -3.448
H  -2.430  -2.300  -5.158
H  -0.780  -2.151  -4.642
H  -1.673  -3.569  -3.009
H  -3.295  -2.959  -3.083
H  -2.403  -0.886  -1.772
H  -2.490  -2.403  -0.935
H  0.202  -2.116  -2.183
H  -0.252  -0.787  -1.076
H  0.717  -3.406  -0.382
H  -0.966  -3.412  0.044
H  0.476  -2.688  1.883
H  -0.637  -1.361  1.476
H  2.166  -1.462  0.275
H  1.076  -0.068  0.524
H  2.358  -1.553  2.842
H  3.053  -0.157  2.014
H  0.345  0.681  2.689
H  0.966  -0.207  4.075
H  4.456  0.878  3.142
H  4.363  3.456  4.750
H  5.320  2.980  3.375
H  6.876  3.084  5.149
H  6.620  1.357  4.857
H  5.878  2.157  6.252
H  4.175  3.805  1.599
H  3.700  4.881  2.931
H  3.061  5.193  1.291
H  0.410  2.040  0.880
H  2.024  2.286  0.159
H  0.839  3.598  0.166
N  -0.079  -4.263  -7.089
C  1.276  -4.448  -7.028
C  1.867  -3.487  -7.805
C  0.827  -2.688  -8.353
C  -0.360  -3.191  -7.891
H  -0.762  -4.828  -6.617
H  1.701  -5.245  -6.441
H  2.926  -3.369  -7.964
H  0.939  -1.842  -9.011
H  -1.377  -2.880  -8.063
N  -4.571  -0.189  1.778
C  -5.136  -0.375  3.012
C  -4.302  0.178  3.949
C  -3.197  0.724  3.247
C  -3.392  0.489  1.917
H  -4.962  -0.500  0.907
H  -6.078  -0.887  3.117
H  -4.467  0.190  5.013
H  -2.350  1.241  3.672
H  -2.791  0.744  1.059

Atomic forces in eV per Å
C -0.22 -0.94 -0.48
C -0.53 0.90 -0.39
C 0.44 0.20 0.63
C -0.04 0.03 -0.75
C -0.84 0.30 -0.02
C 0.88 -0.36 0.18
C -0.06 -0.17 0.08
C -0.22 -0.42 0.68
C -0.09 0.37 -0.09
C 0.79 -0.08 0.31
C -0.80 0.13 0.61
C 0.11 0.36 -1.07
C 0.28 -0.42 1.02
P 0.86 -0.81 -2.07
C 0.11 0.22 1.12
I -0.07 0.10 -0.33
C 0.22 -0.27 -0.15
C 0.01 0.27 0.09
P -1.21 1.38 0.28
C 0.09 -1.08 0.22
C 0.91 -0.52 -0.11
S -2.09 -0.45 1.54
O 1.56 -1.59 0.38
O -0.16 1.73 -1.71
C -0.37 0.19 0.42
F 0.67 0.73 -1.21
F -1.27 -0.08 1.00
F 1.35 -0.66 -0.25
H 0.00 0.37 0.02
H 0.19 0.12 0.36
H 0.11 -0.08 0.16
H 0.16 0.06 -0.07
H 0.11 -0.19 0.01
H -0.09 -0.12 -0.13
H 0.00 -0.30 0.20
H -0.02 0.01 0.16
H 0.03 -0.26 0.02
H 0.20 0.02 0.00
H 0.00 -0.02 0.36
H -0.19 0.03 0.00
H 0.00 0.28 -0.16
H 0.08 -0.06 -0.13
H 0.01 0.04 -0.12
H -0.29 0.37 -0.23
H 0.25 -0.09 -0.27
H 0.01 0.20 -0.06
H 0.05 0.10 0.00
H -0.23 0.14 0.05
H -0.08 -0.25 -0.08
H 0.02 0.09 0.09
H 0.29 -0.18 -0.33
H -0.02 0.20 0.19
H -0.02 -0.18 0.12
H 0.18 0.12 -0.01
H -0.12 0.28 -0.02
H -0.43 -0.05 -0.08
H 0.02 -0.19 0.12
H -0.21 -0.07 0.00
H -0.10 -0.06 -0.08
H 0.00 0.10 0.01
H -0.05 -0.08 -0.11
H 0.01 0.33 -0.19
H -0.10 0.11 -0.13
H 0.01 -0.06 0.04
H 0.04 0.14 0.12
H -0.22 -0.05 -0.04
H 0.03 0.09 0.31
N 0.02 0.05 0.04
C -0.02 -0.05 0.04
C 0.03 0.00 0.05
C -0.02 0.04 0.01
C -0.09 -0.02 0.02
H 0.03 0.02 -0.04
H 0.01 0.00 -0.04
H -0.02 -0.01 -0.01
H -0.01 -0.02 0.00
H 0.03 0.00 -0.03
N -0.04 0.02 0.12
C 0.07 -0.03 -0.07
C -0.12 -0.10 -0.05
C 0.28 0.13 0.22
C 0.05 -0.13 -0.36
H -0.01 0.05 0.04
H 0.02 0.01 0.02
H -0.01 0.01 -0.02
H -0.06 0.04 0.05
H -0.05 0.01 -0.01

Which charges does Mulliken predict for the atoms? In e, they are:
1 C -0.82
2 C -0.25
3 C -0.88
4 C -0.70
5 C -0.27
6 C -1.40
7 C 0.20
8 C -0.32
9 C -1.27
10 C -0.47
11 C -0.33
12 C -0.63
13 C -0.53
14 P 0.38
15 C -1.07
16 I 0.23
17 C 0.23
18 C -1.75
19 P 0.24
20 C -1.07
21 C -0.69
22 S 1.18
23 O -0.54
24 O -0.59
25 C 0.57
26 F -0.21
27 F -0.19
28 F -0.17
29 H -0.07
30 H 0.37
31 H 0.29
32 H 0.10
33 H 0.43
34 H 0.43
35 H 0.36
36 H 0.30
37 H 0.27
38 H 0.31
39 H 0.34
40 H 0.44
41 H 0.50
42 H -0.50
43 H 0.52
44 H 0.40
45 H 0.09
46 H 0.41
47 H 0.52
48 H 0.50
49 H 0.09
50 H 0.46
51 H -0.23
52 H 0.47
53 H 0.16
54 H 0.18
55 H 0.63
56 H 0.79
57 H 0.10
58 H 0.29
59 H 0.44
60 H 0.41
61 H 0.39
62 H 0.33
63 H 0.35
64 H 0.42
65 H -0.07
66 H 0.37
67 H 0.51
68 N 0.05
69 C -0.54
70 C -0.39
71 C -0.37
72 C -0.55
73 H 0.21
74 H 0.38
75 H 0.40
76 H 0.41
77 H 0.41
78 N 0.08
79 C -0.42
80 C -0.81
81 C -0.19
82 C -0.71
83 H 0.20
84 H 0.40
85 H 0.40
86 H 0.63
87 H 0.42

=====

No. 2
C27H49N7O3S | the ωB97M-V functional and the def2-TZVPD basis

Output
SMILES string   CS(=O)(=O)[C@@H]1CC(=O)N[C@@H]1CCN.CCCC#N.CCCC#N.CCCC#N.CCCC#N.CCCC#N
Energy   -56195.8245 eV
Spin multiplicity   1

Atoms and positions in Å:
C  -2.448  -0.811  -3.069
S  -2.802  -0.368  -1.284
O  -2.907  -1.624  -0.333
O  -4.254  0.252  -1.269
C  -1.676  0.930  -0.542
C  -2.229  2.458  -0.937
C  -1.520  2.576  -2.420
O  -2.038  2.876  -3.620
N  -0.055  2.268  -2.083
C  -0.144  1.118  -1.093
C  0.750  -0.183  -1.531
C  1.506  -0.957  -0.299
N  2.613  -0.121  0.370
H  -3.406  -1.169  -3.680
H  -1.890  0.045  -3.683
H  -1.723  -1.758  -3.046
H  -1.857  0.802  0.629
H  -1.635  3.229  -0.281
H  -3.375  2.673  -0.834
H  0.376  1.927  -2.988
H  0.396  1.586  -0.144
H  1.616  0.229  -2.242
H  0.183  -0.992  -2.158
H  0.777  -1.381  0.523
H  2.088  -1.874  -0.795
H  2.173  0.626  0.960
H  3.266  0.277  -0.340
C  0.583  1.716  -6.577
C  1.309  2.975  -7.033
C  2.751  3.054  -6.531
C  2.828  3.157  -5.068
N  2.888  3.234  -3.911
H  0.491  1.679  -5.488
H  -0.427  1.692  -6.997
H  1.112  0.817  -6.910
H  0.745  3.856  -6.703
H  1.318  2.994  -8.129
H  3.231  3.933  -6.975
H  3.314  2.178  -6.874
C  2.363  -3.220  4.335
C  1.094  -3.966  3.945
C  1.337  -5.073  2.920
C  1.804  -4.547  1.630
N  2.178  -4.132  0.613
H  2.803  -2.701  3.478
H  2.139  -2.468  5.099
H  3.111  -3.906  4.744
H  0.359  -3.249  3.560
H  0.661  -4.412  4.847
H  0.400  -5.620  2.763
H  2.063  -5.794  3.314
C  -6.030  -6.413  0.241
C  -5.304  -5.154  -0.215
C  -3.862  -5.075  0.288
C  -3.786  -4.972  1.750
N  -3.725  -4.896  2.907
H  -6.122  -6.450  1.331
H  -7.041  -6.437  -0.179
H  -5.502  -7.312  -0.092
H  -5.868  -4.273  0.115
H  -5.295  -5.135  -1.310
H  -3.382  -4.196  -0.157
H  -3.299  -5.951  -0.055
C  7.502  2.061  2.865
C  7.044  0.685  2.396
C  5.666  0.703  1.735
C  4.602  1.088  2.671
N  3.762  1.398  3.411
H  6.839  2.463  3.636
H  8.508  1.997  3.292
H  7.531  2.769  2.031
H  7.046  -0.004  3.248
H  7.774  0.303  1.674
H  5.450  -0.298  1.344
H  5.672  1.384  0.876
C  -4.316  3.915  3.854
C  -3.581  5.246  3.770
C  -2.905  5.476  2.418
C  -1.833  4.507  2.158
N  -0.989  3.737  1.950
H  -3.629  3.070  3.749
H  -4.814  3.820  4.824
H  -5.078  3.838  3.072
H  -2.841  5.300  4.577
H  -4.302  6.053  3.943
H  -2.481  6.487  2.404
H  -3.651  5.433  1.616

Atomic forces in eV per Å
C 1.58 -1.29 -1.73
S -7.12 -1.86 3.09
O 1.99 3.68 -3.55
O 5.06 -1.15 -0.74
C 0.09 2.56 0.20
C 0.56 -0.10 -0.90
C -1.12 1.47 -3.22
O 3.40 -1.86 7.28
N -4.00 -1.68 -2.61
C 1.74 -0.30 2.55
C 0.52 0.05 -0.29
C 1.05 -0.34 -0.66
N -1.71 -0.15 -0.42
H 1.76 1.15 1.97
H -1.38 -1.61 1.66
H -1.52 2.13 0.11
H 0.78 -0.18 -2.66
H -1.06 -1.73 -1.15
H 2.32 -0.85 -0.58
H -0.37 0.68 1.34
H -1.06 -1.29 -1.71
H -1.82 -0.81 1.52
H 0.75 1.66 1.16
H 1.43 0.97 -1.73
H -1.58 1.88 1.17
H 0.86 -0.78 -0.96
H -1.07 -0.24 0.79
C -0.11 -0.07 -0.01
C -0.44 -0.09 -0.06
C 0.01 0.24 -0.28
C 0.21 0.00 1.31
N -0.15 -0.17 -1.54
H 0.01 0.02 -0.10
H 0.14 -0.03 0.12
H -0.04 0.06 0.04
H 0.18 -0.09 -0.04
H 0.12 0.08 0.15
H 0.05 -0.11 0.23
H -0.04 0.09 0.22
C 0.05 0.12 0.02
C 0.04 0.36 0.29
C -0.34 -0.10 0.14
C 0.53 0.34 -1.21
N -0.52 -0.58 1.39
H -0.02 -0.05 0.07
H 0.08 -0.10 -0.12
H -0.04 0.07 -0.03
H 0.05 -0.21 0.00
H -0.04 -0.05 -0.23
H 0.17 0.05 -0.16
H 0.01 0.14 -0.20
C -0.13 -0.04 0.03
C -0.41 -0.11 -0.04
C 0.03 0.29 -0.31
C 0.23 0.03 1.30
N -0.10 -0.12 -1.55
H 0.05 -0.01 -0.10
H 0.13 -0.05 0.07
H -0.06 0.06 0.05
H 0.22 -0.06 -0.07
H 0.12 0.10 0.14
H 0.03 -0.03 0.25
H -0.05 0.05 0.23
C 0.09 0.06 0.11
C 0.35 0.15 0.20
C 0.15 -0.38 -0.09
C -1.08 0.39 0.70
N 1.19 -0.41 -0.96
H 0.03 -0.03 -0.11
H -0.13 0.06 -0.06
H -0.01 -0.05 0.10
H -0.09 0.03 -0.18
H -0.20 -0.05 0.03
H -0.24 0.19 0.10
H -0.12 0.01 0.19
C -0.03 -0.10 0.07
C -0.22 -0.19 0.38
C 0.00 0.35 0.14
C 0.93 -0.84 -0.35
N -1.15 0.99 0.31
H -0.07 0.08 -0.03
H 0.05 -0.03 -0.17
H 0.07 -0.03 0.08
H -0.04 0.07 -0.19
H 0.19 0.00 -0.11
H 0.09 -0.21 -0.13
H 0.20 -0.13 0.03

Which charges does Mulliken predict for the atoms? In e, they are:
1 C -0.76
2 S 1.21
3 O -0.54
4 O -0.70
5 C -0.34
6 C -0.12
7 C 0.13
8 O -0.62
9 N -0.24
10 C 0.45
11 C -0.20
12 C -0.74
13 N -0.35
14 H 0.35
15 H 0.15
16 H 0.30
17 H 0.34
18 H 0.10
19 H 0.33
20 H 0.00
21 H -0.08
22 H 0.33
23 H -0.05
24 H 0.16
25 H 0.27
26 H 0.22
27 H 0.23
28 C -0.57
29 C -0.48
30 C -0.43
31 C 0.31
32 N -0.45
33 H -0.15
34 H 0.33
35 H 0.35
36 H 0.30
37 H 0.31
38 H 0.28
39 H 0.28
40 C -1.08
41 C -0.38
42 C -0.46
43 C 0.34
44 N -0.46
45 H 0.27
46 H 0.33
47 H 0.31
48 H 0.27
49 H 0.30
50 H 0.28
51 H 0.29
52 C -1.19
53 C -0.41
54 C -0.04
55 C 0.20
56 N -0.49
57 H 0.33
58 H 0.35
59 H 0.31
60 H 0.31
61 H 0.31
62 H 0.03
63 H 0.31
64 C -1.16
65 C -0.53
66 C -0.23
67 C 0.27
68 N -0.52
69 H 0.34
70 H 0.34
71 H 0.30
72 H 0.31
73 H 0.34
74 H 0.25
75 H 0.30
76 C -1.12
77 C -0.42
78 C -0.40
79 C 0.35
80 N -0.49
81 H 0.33
82 H 0.33
83 H 0.31
84 H 0.30
85 H 0.31
86 H 0.30
87 H 0.29

=====

Among the records above, which one has the highest energy? C27H49N7O3S